Computed, not measured: a 2-piece molecular cluster, C18H18F3N2 overall, with ωB97M-V/def2-TZVPD.

Values from the calculation:
Max |F|   4.3 eV Å⁻¹
HOMO-LUMO gap   4.00 eV
Net charge   +1
Spin multiplicity   1
Lowest unoccupied orbital energy   -6.36 eV
E_HOMO   -10.357 eV
E   -30080.6949 eV
Energy above the lowest of the compared OMol25 structures with the same formula, charge and spin   72.4 kcal per mole

CARTESIAN COORDINATES (ANGSTROEM)
C -1.297 -3.061 1.561
C -2.143 -2.003 2.289
C -2.174 -0.770 1.379
N -1.733 -1.296 0.095
N -1.603 -0.517 -0.960
C -2.581 -0.076 -1.676
C -0.829 -2.421 0.249
H -0.440 -3.373 2.160
H -1.913 -3.938 1.334
H -3.165 -2.368 2.436
H -1.712 -1.746 3.259
H -3.171 -0.314 1.287
H -1.487 0.013 1.767
H -2.344 0.611 -2.496
H -3.613 -0.444 -1.530
H 0.231 -2.097 0.314
H -0.914 -3.096 -0.618
F -1.415 4.281 -1.180
C -0.744 3.630 -0.168
C -1.008 4.025 1.141
C -0.308 3.346 2.139
F -0.520 3.708 3.450
C 0.582 2.327 1.871
C 0.822 1.907 0.525
C 1.728 0.833 0.375
C 2.134 0.104 -0.770
C 3.122 -0.905 -0.553
C 3.591 -1.708 -1.574
C 3.119 -1.535 -2.885
C 2.167 -0.542 -3.100
F 1.697 -0.371 -4.383
C 1.642 0.262 -2.099
C 0.148 2.622 -0.510
H -1.705 4.824 1.375
H 1.122 1.825 2.673
H 2.223 0.543 1.307
H 3.492 -1.024 0.466
H 4.335 -2.475 -1.358
H 3.477 -2.152 -3.704
H 0.860 0.973 -2.335
H 0.328 2.398 -1.554